P.
ORCA calculation (ωB97M-V/def2-TZVPD) on a single C3H7N3S molecule.

Output
- SMILES string = CN(N)/C=N\C=S
- orbital gap (hartree) = 0.307

Structure (ORCA input):
```
! wB97M-V def2-TZVPD RIJCOSX def2/J DEFGRID3
* xyz 0 1
C -0.03673 1.33005 0.22034
C 0.44196 -1.08282 0.06001
C -1.29787 -0.95266 1.27050
H -1.01890 1.65754 -0.07679
H -0.27410 1.12091 1.34905
H 0.99403 1.95685 0.04467
H 0.73638 0.35515 -2.43426
H 2.06903 -0.08402 -1.59386
H 1.02048 -1.87070 -0.58048
H -1.76175 -0.96038 2.41791
N 0.45660 0.12307 -0.43976
N 1.28493 0.51343 -1.51708
N -0.15677 -1.79315 0.99415
S -2.45729 -0.31328 0.28561
*
```

Q.
ORCA calculation (ωB97M-V/def2-TZVPD) on a single C3H7N3S molecule.

Output
- SMILES string = C=NNC(=S)NC
- orbital gap (hartree) = 0.315

Structure (ORCA input):
```
! wB97M-V def2-TZVPD RIJCOSX def2/J DEFGRID3
* xyz 0 1
C 1.65525 -1.23375 0.14516
C 0.63963 1.09891 -0.05638
C -2.81519 0.26068 -0.02202
H 2.66957 -1.57389 0.19530
H 1.13329 -1.71118 -0.68290
H 1.11607 -1.50095 1.06825
H 2.61120 0.67747 -0.16867
H -0.60922 -0.52471 -0.25819
H -2.80524 -0.77245 -0.39701
H -3.76433 0.79370 0.14283
N 1.70776 0.24199 -0.10420
N -0.56597 0.48267 -0.08560
N -1.79323 1.03189 0.18593
S 0.82042 2.72962 0.03751
*
```

R.
ORCA calculation (ωB97M-V/def2-TZVPD) on a single C3H7N3S molecule.

Output
- SMILES string = NC(=S)NN1CC1
- orbital gap (hartree) = 0.325

Structure (ORCA input):
```
! wB97M-V def2-TZVPD RIJCOSX def2/J DEFGRID3
* xyz 0 1
C -1.36640 0.03139 -0.04027
C 1.69612 0.65597 -0.71067
C 1.72630 0.34425 0.76386
H -2.52357 -1.66878 -0.00483
H -3.43209 -0.06873 0.14143
H -0.47360 -1.77372 -0.35700
H 2.60915 0.47189 -1.24725
H 0.98171 1.43348 -1.04480
H 1.08704 0.86832 1.49425
H 2.63766 -0.07723 1.25820
N -2.53467 -0.59620 0.00156
N -0.29322 -0.78791 -0.09634
N 1.07428 -0.53651 -0.15506
S -1.18871 1.70378 -0.00309
*
```

Which structure loses on stability? P does.

P.
ORCA calculation (ωB97M-V/def2-TZVPD) on a single C3H12N4O molecule.

Output
- SMILES string = CC(N)(N)[C@@H](N)ON
- orbital gap (hartree) = 0.378

Structure (ORCA input):
```
! wB97M-V def2-TZVPD RIJCOSX def2/J DEFGRID3
* xyz 0 1
C -1.58169 -0.88001 0.49786
N 0.14723 1.80205 1.75519
O 0.68071 0.43685 1.83694
H 1.00264 2.35457 1.71624
H -0.25296 1.85217 0.80777
H -2.50091 -0.95874 -0.09454
H -1.80580 -0.22809 1.34889
H -1.35685 -1.87686 0.89452
C -0.41313 -0.35055 -0.33409
N -0.76970 0.89570 -0.99900
N -0.17580 -1.21419 -1.48652
N 1.95836 0.55452 -0.21536
C 0.91277 -0.16552 0.54563
H 0.12354 1.31106 -1.28768
H -1.23198 0.66770 -1.87190
H -1.07080 -1.40111 -1.93619
H 0.13055 -2.12824 -1.15075
H 2.07354 0.03780 -1.09132
H 2.82877 0.45875 0.29895
H 1.30150 -1.16785 0.76533
*
```

Q.
ORCA calculation (ωB97M-V/def2-TZVPD) on a molecular structure, C3H12N4O.

Output
- orbital gap (hartree) = 0.304

Structure (ORCA input):
```
! wB97M-V def2-TZVPD RIJCOSX def2/J DEFGRID3
* xyz 0 1
C 1.42424 -0.69033 0.41405
N -0.93586 -0.84690 0.00805
N -1.16274 -1.74927 -1.05261
N -1.53785 -1.18238 1.24142
H -0.33437 -2.34784 -1.11192
H -1.18551 -1.17350 -1.90154
H -2.48169 -1.51790 1.04880
H -1.03564 -1.96635 1.65077
H 1.30289 -1.09622 1.41124
H 2.36050 -0.14232 0.35748
H 1.45130 -1.39110 -0.41439
C 1.18581 2.12668 -0.25314
N 0.47915 1.01181 0.35259
C -1.02883 0.60882 -0.38532
O -1.01213 0.86099 -1.61748
H 0.24409 1.18226 1.32730
H -1.84974 1.04530 0.22738
H 2.26943 2.01987 -0.15625
H 0.93908 2.14857 -1.31380
H 0.90787 3.09978 0.16737
*
```

Which structure loses on stability? Q does.

P.
ORCA calculation (ωB97M-V/def2-TZVPD) on 2 unconnected molecules or ions with the total composition C3H9N2O2.

Output
- orbital gap (hartree) = 0.312

Structure (ORCA input):
```
! wB97M-V def2-TZVPD RIJCOSX def2/J DEFGRID3
* xyz -1 1
N 1.55543 -1.16494 -2.64299
C 0.68739 -0.83284 -1.56160
O 1.02156 -1.27383 -0.43602
O -0.29594 -0.11398 -1.85343
H 2.15070 -1.96049 -2.49931
H 1.09356 -1.12100 -3.53340
C 0.24605 1.51125 1.14522
N -1.14610 1.10992 1.36638
C -1.32073 -0.33622 1.48329
H 0.81205 1.17704 2.01388
H 0.60868 1.13310 0.19182
H 0.30756 2.60459 1.13542
H -1.66890 1.38945 0.55533
H -0.91905 -0.84669 0.59887
H -2.36891 -0.55474 1.69083
H -0.76335 -0.72062 2.34573
*
```

Q.
ORCA calculation (ωB97M-V/def2-TZVPD) on 2 unconnected molecules or ions with the total composition C3H9N2O2.

Output
- orbital gap (hartree) = 0.275

Structure (ORCA input):
```
! wB97M-V def2-TZVPD RIJCOSX def2/J DEFGRID3
* xyz -1 1
C 1.14176 1.25372 0.66945
N 0.72441 2.41532 0.07717
O 0.84079 0.91680 1.79803
H 1.88982 0.72211 0.08508
H -0.00709 2.86171 0.60733
H 0.47623 2.21840 -0.88577
C -0.75389 -0.92774 -1.49220
O -0.15356 0.25967 -1.21264
C -0.49375 -1.99214 -0.43214
N -1.02968 -1.56218 0.85421
H -1.86384 -0.79579 -1.52063
H -0.47219 -1.34932 -2.48221
H -0.94514 -2.94210 -0.75451
H 0.58608 -2.18174 -0.36903
H -0.37051 -1.67090 1.61102
H -1.19253 -0.56477 0.78237
*
```

Which structure loses on stability? Q does.

P.
ORCA calculation (ωB97M-V/def2-TZVPD) on a single C3H4N2OS molecule.

Output
- SMILES string = OCN=C=NC=S
- orbital gap (hartree) = 0.322

Structure (ORCA input):
```
! wB97M-V def2-TZVPD RIJCOSX def2/J DEFGRID3
* xyz 0 1
C 2.60913 -0.27585 0.47159
C 0.32772 -0.65410 -0.43384
C -2.10251 0.17572 -0.40171
N 1.48554 -0.81152 -0.42631
N -0.82229 -0.71520 -0.16557
O -1.64722 1.34881 0.15795
S 4.09822 -0.24541 -0.02245
H 2.34727 -0.19789 1.48548
H -0.81450 1.16639 0.43000
H -2.57764 0.20716 -1.39940
H -2.90372 0.00189 0.30424
*
```

Q.
ORCA calculation (ωB97M-V/def2-TZVPD) on 2 unconnected molecules or ions with the total composition C3H4N2OS.

Output
- orbital gap (hartree) = 0.309

Structure (ORCA input):
```
! wB97M-V def2-TZVPD RIJCOSX def2/J DEFGRID3
* xyz 0 1
C 1.24405 0.61450 1.03846
C 0.21347 0.15373 0.22263
C -1.66747 -0.82433 -2.15665
N 1.51987 1.68461 1.68383
N -0.95135 0.06955 -2.36489
O -0.68689 -0.76367 0.60772
S -2.78987 -1.78288 -1.75775
H 1.80774 -0.27656 0.69867
H 2.48247 1.83509 1.89137
H -0.43396 0.22603 -1.47095
H -0.73808 -0.93607 1.60757
*
```

Which structure loses on stability? Q does.

P.
ORCA calculation (ωB97M-V/def2-TZVPD) on a single C3H4N2OS molecule.

Output
- SMILES string = C#C/C(=N\S)NO
- orbital gap (hartree) = 0.288

Structure (ORCA input):
```
! wB97M-V def2-TZVPD RIJCOSX def2/J DEFGRID3
* xyz 0 1
C 0.11701 -0.35485 -0.54900
C -0.18773 0.97438 -0.51057
C -0.52236 2.13583 0.23803
H 1.50876 -1.97002 0.62531
H 1.60082 0.51511 0.32197
H -2.31410 0.16319 -0.47911
H -1.11605 3.08437 0.75913
N 1.60281 -0.43537 -0.49736
N -0.64413 -1.34703 -0.10351
O 2.21729 -1.49053 0.23642
S -2.26232 -1.27510 -0.04130
*
```

Q.
ORCA calculation (ωB97M-V/def2-TZVPD) on 2 unconnected molecules or ions with the total composition C3H4N2OS.

Output
- orbital gap (spin up / spin down) (hartree) = 0.252 / 0.251

Structure (ORCA input):
```
! wB97M-V def2-TZVPD RIJCOSX def2/J DEFGRID3
* xyz 0 1
C 0.03310 -1.11483 -0.14141
C 1.35692 -1.28476 -0.01846
C 0.68889 1.03891 -0.27074
N -0.35655 0.21547 -0.22432
N -1.63425 0.42830 0.24424
O -2.55048 -0.19926 -0.29388
S 2.19331 0.22577 -0.04601
H -0.74257 -1.86028 -0.11544
H 1.87514 -2.21293 0.10754
H 0.59978 2.09909 -0.36352
H -2.06005 1.98259 0.48175
*
```

R.
ORCA calculation (ωB97M-V/def2-TZVPD) on a single C3H4N2OS molecule.

Output
- orbital gap (hartree) = 0.328

Structure (ORCA input):
```
! wB97M-V def2-TZVPD RIJCOSX def2/J DEFGRID3
* xyz 0 1
C 1.02881 -0.19221 0.10806
C 1.31793 1.00767 0.57599
C -0.36698 -0.81405 -0.03776
N 3.31674 1.14407 -0.01310
N 3.49572 0.04119 -0.47650
O 0.75579 2.07407 1.07750
S 2.36731 -1.13310 -0.60145
H -0.47312 -1.40010 -0.97251
H -0.44059 -1.50254 0.82440
H -1.10276 -0.01161 0.01934
H 1.48780 2.76923 1.37175
*
```

S.
ORCA calculation (ωB97M-V/def2-TZVPD) on a single C3H4N2OS molecule.

Output
- orbital gap (spin up / spin down) (hartree) = 0.297 / 0.297

Structure (ORCA input):
```
! wB97M-V def2-TZVPD RIJCOSX def2/J DEFGRID3
* xyz 0 1
C -0.46266 1.00801 -1.28196
C 1.13212 -2.77704 -0.00203
C -0.00497 0.85188 -0.02028
N -0.05347 0.09197 -2.26155
N 0.42945 -1.73576 -0.57105
O 2.22424 -3.17404 -0.33444
S 0.47435 -1.34233 -2.09054
H -1.02667 1.76245 -1.65424
H 0.42223 -3.08829 0.79755
H -0.30224 1.72346 0.57026
H 0.60601 -0.03235 0.36331
*
```

Which structure loses on stability? P does.

P.
ORCA calculation (ωB97M-V/def2-TZVPD) on a single C3H4N2OS molecule.

Output
- orbital gap (spin up / spin down) (hartree) = 0.284 / 0.284

Structure (ORCA input):
```
! wB97M-V def2-TZVPD RIJCOSX def2/J DEFGRID3
* xyz 0 1
C -0.41540 -0.82237 -0.18543
C 0.94620 -0.48073 -0.08994
C -2.48117 0.41301 0.39023
N -1.27870 -0.05105 0.36465
N 2.99371 1.16127 0.05527
O -3.06351 1.25441 -0.27287
S 1.49045 1.04761 0.15780
H -0.44311 -1.81750 -0.71670
H 1.76922 -1.01853 -0.55608
H -2.99730 -0.09386 1.20392
H 3.47959 0.40775 -0.35085
*
```

Q.
ORCA calculation (ωB97M-V/def2-TZVPD) on a single C3H4N2OS molecule.

Output
- SMILES string = Oc1c[nH]c(=S)[nH]1
- orbital gap (hartree) = 0.289

Structure (ORCA input):
```
! wB97M-V def2-TZVPD RIJCOSX def2/J DEFGRID3
* xyz 0 1
C -0.86332 -0.33864 0.00249
C -0.57679 0.96716 -0.00054
C 1.39421 -0.17424 -0.00120
H -2.73882 -0.48251 -0.00558
H -1.20303 1.81654 -0.01000
H 1.37254 1.88003 0.00694
H 0.43419 -2.04855 0.02033
N 0.82458 1.05349 -0.00175
N 0.33067 -1.03681 -0.00598
O -1.99348 -1.07358 -0.00263
S 3.01926 -0.56289 -0.00209
*
```

R.
ORCA calculation (ωB97M-V/def2-TZVPD) on a single C3H4N2OS molecule.

Output
- SMILES string = [H]/N=c1/[nH]cc(S)o1
- orbital gap (hartree) = 0.310

Structure (ORCA input):
```
! wB97M-V def2-TZVPD RIJCOSX def2/J DEFGRID3
* xyz 0 1
C 0.56746 0.21864 -0.19708
C 0.11286 1.45129 -0.25599
C -1.51607 -0.24079 -0.06501
H 3.11481 0.67178 0.88652
H 0.54063 2.46393 -0.28815
H -2.10056 1.84208 -0.11336
H -2.48940 -1.89350 -0.18851
N -1.26702 1.13737 0.31352
N -2.67229 -0.83007 0.13891
O -0.29067 -0.85517 -0.15382
S 2.24060 -0.43556 0.05472
*
```

Which structure loses on stability? P does.